A structure of composition C49H51F2N4OPS2Sc, computed with the ωB97M-V functional and the def2-TZVPD basis.

Values from the calculation:
HOMO level ... -4.307 eV
F_max ... 0.47 eV/Å
ΔE to the lowest compared entry with this formula, charge and spin ... 74.56 kJ/mol
LUMO energy ... 2.440 eV
Total charge ... -1

Structure (XYZ):
```
111
Properties=species:S:1:pos:R:3:forces:R:3
Sc 0.14143 -0.20828 0.50572 -0.166 -0.259 -0.350
C -4.15609 1.57966 1.08872 0.043 0.025 0.044
C -2.88853 1.16767 0.38681 -0.033 0.092 -0.118
N -1.83314 0.81872 1.03149 0.051 -0.046 -0.009
N -1.93355 0.76381 2.44092 0.097 -0.049 0.084
C -0.75613 1.29176 3.19922 -0.072 0.144 -0.023
S 0.72508 1.57694 2.21196 0.003 -0.024 0.119
S -1.19039 2.80567 4.15341 -0.057 0.006 -0.073
C -1.41221 3.97078 2.77677 0.091 -0.016 0.165
C -2.73053 4.70898 2.76004 -0.022 -0.038 -0.043
C -2.80479 5.92178 2.07721 0.006 0.023 -0.017
C -4.00104 6.61430 1.96963 0.008 -0.002 -0.003
C -5.15284 6.10450 2.55253 -0.013 -0.002 0.000
C -5.08898 4.90181 3.24070 -0.035 0.011 0.006
C -3.88953 4.21178 3.34554 0.013 0.011 0.003
C -2.87917 1.14408 -1.08947 -0.036 -0.001 0.105
C -4.06549 1.43847 -1.77955 -0.016 -0.003 -0.014
C -4.16698 1.37016 -3.15219 0.048 -0.021 -0.030
C -3.04062 0.99328 -3.88916 -0.049 0.023 0.019
C -1.85697 0.71531 -3.25192 0.037 -0.006 0.007
C -1.72492 0.78521 -1.84283 0.065 0.078 0.026
O -0.56476 0.53442 -1.32338 0.039 -0.231 0.263
H -4.02000 1.51307 2.16345 0.000 -0.006 -0.034
H -4.98218 0.93376 0.78877 -0.008 -0.006 -0.003
H -4.41347 2.60624 0.82151 -0.017 0.000 -0.026
H -1.28540 3.38972 1.86146 -0.021 0.008 -0.031
H -0.59701 4.69470 2.79042 0.013 -0.019 -0.033
H -1.90793 6.32421 1.61922 0.008 0.000 0.001
H -4.03377 7.55373 1.43154 0.004 0.003 -0.003
H -6.08942 6.64227 2.47327 -0.004 -0.002 0.002
H -5.98054 4.49399 3.70172 -0.002 0.001 0.001
H -3.83985 3.27640 3.88556 0.014 -0.052 0.030
H -4.94194 1.72511 -1.21560 -0.010 0.001 0.003
H -5.10139 1.60003 -3.64644 -0.006 0.000 0.009
H -3.09695 0.92323 -4.96957 -0.003 0.001 -0.005
H -0.96889 0.43169 -3.80398 -0.009 -0.002 -0.017
C -2.23288 -4.56665 -2.11791 -0.027 0.042 -0.005
C -1.99238 -3.11160 -1.72399 0.006 0.049 0.019
C -3.25481 -2.54191 -1.08144 0.047 0.019 0.020
P -0.53663 -2.74141 -0.62303 0.049 -0.075 0.002
C 0.92522 -3.51911 -1.49007 0.036 0.061 0.133
C 0.90689 -3.09998 -2.96140 -0.018 -0.011 -0.011
C 1.24635 -5.00056 -1.31804 0.028 0.003 -0.024
C -0.86965 -3.61375 0.94247 0.030 0.105 -0.064
C -0.94823 -4.99910 1.06683 0.011 -0.034 0.005
C -1.18317 -5.63810 2.27537 0.002 -0.024 -0.008
C -1.26779 -7.13836 2.37454 -0.009 0.028 -0.015
C -1.32807 -4.82596 3.39782 -0.004 0.020 0.034
C -1.26618 -3.45027 3.31727 -0.018 -0.035 -0.005
C -1.06327 -2.78395 2.08591 0.014 0.110 -0.042
N -1.04273 -1.42154 1.96542 -0.105 0.031 0.018
C -1.71448 -0.63094 2.96992 0.060 -0.003 -0.032
C -0.79933 -0.00586 4.09301 0.062 -0.042 -0.011
C 0.54475 -0.67230 4.33943 -0.022 -0.005 0.002
C -1.48458 0.17788 5.41148 -0.020 -0.015 -0.012
C -2.71510 -0.25422 5.68116 -0.003 -0.008 -0.045
C -3.35480 -0.07088 7.02651 0.033 0.003 -0.007
C -3.51485 -0.91358 4.64475 0.015 0.016 0.009
C -3.07701 -1.14370 3.40636 -0.036 -0.018 0.013
C -3.95360 -1.77716 2.36835 0.022 0.032 0.023
H -3.06831 -4.61719 -2.82302 -0.006 -0.024 0.006
H -2.50521 -5.16066 -1.24412 0.004 -0.014 0.012
H -1.37025 -5.02957 -2.59317 0.036 0.000 -0.013
H -1.78219 -2.52387 -2.62487 0.004 -0.029 -0.002
H -3.48070 -3.08108 -0.15956 -0.018 0.016 0.008
H -4.10796 -2.64891 -1.75664 0.003 -0.004 -0.017
H -3.14349 -1.48339 -0.84559 0.000 0.002 0.029
H 1.75182 -2.97929 -1.02138 -0.021 -0.018 -0.029
H 0.15947 -3.65290 -3.53459 -0.009 0.005 -0.004
H 1.88195 -3.29778 -3.41360 0.002 -0.002 0.001
H 0.69659 -2.03332 -3.07106 -0.002 0.018 0.009
H 0.47570 -5.66286 -1.71485 -0.028 0.008 -0.019
H 1.40495 -5.24818 -0.26929 -0.003 -0.001 0.018
H 2.17513 -5.22056 -1.85395 -0.003 -0.018 0.005
H -0.81538 -5.61272 0.18524 0.003 -0.011 -0.014
H -0.98947 -7.60453 1.42825 -0.002 -0.013 0.005
H -2.27996 -7.46913 2.62300 0.004 -0.016 -0.001
H -0.59922 -7.52623 3.14625 0.005 -0.008 0.000
H -1.48203 -5.28589 4.36994 0.000 0.003 0.001
H -1.36619 -2.86639 4.22202 -0.008 0.002 0.010
H 0.40468 -1.58777 4.91829 0.018 0.007 0.015
H 1.18374 0.00673 4.90865 0.009 -0.010 0.006
H 1.05637 -0.91251 3.41137 -0.011 0.014 0.003
H -0.89422 0.65281 6.19097 -0.014 0.012 0.024
H -2.67053 0.41469 7.72160 -0.012 0.005 0.017
H -3.65899 -1.03123 7.45118 -0.008 -0.006 0.010
H -4.25446 0.54490 6.94270 -0.014 0.004 0.010
H -4.52589 -1.21256 4.90973 -0.009 -0.007 0.010
H -4.98799 -1.81038 2.71448 -0.004 -0.001 -0.005
H -3.62963 -2.79485 2.14292 0.005 -0.007 -0.014
H -3.90930 -1.21725 1.43325 -0.014 -0.002 -0.020
F 3.40884 -4.48785 2.72347 0.009 0.002 0.001
C 3.36517 -3.39483 1.92245 -0.039 0.034 -0.026
C 2.17665 -2.71456 1.76255 -0.034 -0.039 0.034
C 2.08029 -1.58857 0.93726 0.026 0.191 0.015
C 3.27685 -1.16595 0.30119 0.005 -0.018 -0.019
C 4.45285 -1.88520 0.50521 0.022 -0.032 0.007
F 5.63243 -1.50321 -0.06702 0.002 -0.027 0.009
C 4.53263 -3.00983 1.29767 -0.011 0.017 -0.002
C 3.23123 0.07516 -0.51105 0.029 0.009 0.024
C 4.28339 0.58496 -1.28304 0.034 -0.016 0.006
C 4.13620 1.79814 -1.92500 -0.032 0.015 0.001
C 2.94871 2.50276 -1.80134 0.025 -0.031 0.010
C 1.93781 1.91914 -1.06388 0.036 0.037 -0.060
N 2.07015 0.74295 -0.45280 -0.079 0.059 -0.111
H 1.32023 -3.09200 2.30828 0.013 0.003 -0.016
H 5.46593 -3.53579 1.43206 0.003 -0.010 0.001
H 5.20604 0.04000 -1.37360 -0.012 0.012 0.003
H 4.95356 2.19286 -2.51622 0.001 0.008 -0.003
H 2.79966 3.46499 -2.27022 -0.006 0.000 -0.004
H 0.97296 2.39649 -0.95782 -0.014 -0.013 0.016
```
Forces are in eV/Å.


A structure of composition C49H52Br2CdCl4Ge2O4S4Si, computed with the ωB97M-V functional and the def2-TZVPD basis.

Values from the calculation:
HOMO level ... -2.930 eV
F_max ... 0.41 eV/Å
ΔE to the lowest compared entry with this formula, charge and spin ... 0.00 kJ/mol
LUMO energy ... 3.949 eV
Total charge ... -2

Structure (XYZ):
```
119
Properties=species:S:1:pos:R:3:forces:R:3
Cd 2.54270 -0.03451 2.46127 -0.038 -0.381 -0.044
Br 3.70220 0.64430 6.33160 0.081 -0.021 -0.040
C 5.30186 -0.42386 6.22822 -0.053 -0.043 0.183
Br 6.53838 0.10606 4.85377 -0.067 0.050 -0.057
H 4.99152 -1.44139 6.02435 0.043 0.070 -0.025
H 5.81464 -0.33198 7.17568 0.010 -0.003 0.017
C 2.95934 -6.23624 -0.39209 0.024 0.038 -0.030
C 2.78958 -4.97290 -1.19336 0.044 -0.006 0.003
C 1.60982 -4.69417 -1.86708 -0.037 0.006 -0.042
C 1.44120 -3.51256 -2.57919 -0.007 -0.016 -0.059
C 0.16500 -3.27083 -3.34029 -0.015 0.037 0.070
C 2.47687 -2.57225 -2.60269 -0.014 0.061 0.165
C 3.69475 -2.85925 -1.97445 -0.006 0.119 0.072
C 4.87608 -1.92410 -2.02270 0.003 -0.050 -0.058
C 3.82460 -4.05224 -1.27447 -0.020 -0.036 0.057
C 2.27185 -1.29526 -3.35721 -0.037 0.062 -0.052
C 2.71973 -1.27781 -4.67635 -0.011 -0.025 -0.001
C 2.56062 -0.15719 -5.47196 -0.011 -0.021 -0.026
C 1.93594 0.95770 -4.94692 0.025 0.024 -0.010
C 1.47362 0.96977 -3.63216 0.017 -0.103 0.143
C 1.63492 -0.16139 -2.80990 0.079 0.028 -0.009
Ge 1.29018 -0.08854 -0.83468 -0.192 -0.301 -0.135
S 3.25641 0.06880 0.04649 -0.214 -0.008 0.057
S -0.22133 1.47126 -0.21325 0.209 0.119 0.164
Ge -0.79253 -0.06429 1.34140 -0.196 -0.193 -0.298
S 0.15701 -0.25630 3.27688 0.130 0.069 -0.180
S -0.03383 -1.74477 -0.00124 0.054 0.166 -0.116
C -2.77203 0.04434 1.67700 0.071 -0.064 -0.015
C -3.70288 -0.85327 1.12913 -0.043 0.017 0.123
C -5.03160 -0.84550 1.55947 -0.012 0.019 -0.011
C -5.47147 0.05605 2.50896 -0.017 -0.006 0.000
C -4.57818 0.98452 3.01123 0.014 0.014 0.006
C -3.24504 0.99529 2.60692 -0.091 0.048 -0.021
C -2.41065 2.11577 3.14468 0.163 -0.086 -0.079
C -1.88414 2.07689 4.43651 0.020 -0.075 -0.012
C -2.09841 0.90703 5.36415 -0.026 0.089 0.021
C -1.10255 3.13916 4.87871 0.047 0.007 0.000
C -0.82731 4.23214 4.07381 0.003 0.029 0.059
C 0.08947 5.33225 4.53503 -0.048 -0.007 -0.084
C -1.40180 4.27503 2.80934 -0.005 0.006 0.001
C -2.19858 3.24372 2.33618 -0.044 -0.002 -0.046
C -2.84774 3.36724 0.97873 0.038 -0.025 0.036
C -3.42265 -1.83436 0.03625 0.150 -0.011 0.058
C -3.58994 -1.43684 -1.29038 -0.035 -0.015 -0.021
C -3.88340 0.00009 -1.63339 0.102 -0.005 -0.001
C -3.46956 -2.38884 -2.29856 -0.026 0.011 0.005
C -3.19582 -3.71864 -2.01393 -0.003 -0.016 -0.016
C -3.15048 -4.75056 -3.11146 -0.030 0.045 0.044
C -2.99538 -4.08379 -0.68820 0.019 0.006 -0.038
C -3.09905 -3.15943 0.34255 0.041 0.000 0.037
C -2.81678 -3.56415 1.76595 -0.012 0.061 -0.068
C 0.80584 2.23074 -3.18207 0.036 0.032 -0.006
C 1.49139 3.19755 -2.44785 0.023 -0.055 0.008
C 2.91151 3.00622 -1.98340 -0.068 0.095 -0.003
C 0.81982 4.36924 -2.09058 -0.009 -0.009 0.036
C -0.49622 4.59489 -2.44527 -0.009 0.012 0.009
C -1.21894 5.84565 -2.01711 0.024 -0.044 -0.012
C -1.15739 3.62331 -3.19571 -0.013 -0.004 0.032
C -0.52656 2.44980 -3.56775 -0.003 -0.038 -0.002
C -1.27244 1.39607 -4.34497 0.001 0.013 0.076
H 2.04949 -6.83743 -0.40677 -0.001 -0.005 -0.003
H 3.19311 -5.99731 0.64602 -0.009 0.014 0.024
H 3.77968 -6.84108 -0.78829 -0.022 -0.011 0.013
H 0.79023 -5.40557 -1.82832 -0.004 -0.001 -0.005
H -0.41730 -4.18981 -3.39207 -0.024 -0.011 -0.016
H 0.37024 -2.92444 -4.35584 -0.016 -0.016 0.006
H -0.45125 -2.51381 -2.85019 -0.006 0.039 0.038
H 4.62397 -0.96468 -2.46912 0.010 -0.006 0.022
H 5.68881 -2.37527 -2.60069 -0.005 -0.011 -0.029
H 5.23841 -1.73231 -1.01286 0.005 -0.013 -0.030
H 4.75104 -4.24863 -0.74354 0.003 0.013 -0.004
H 3.20235 -2.16572 -5.07037 0.005 0.003 0.010
H 2.92196 -0.15376 -6.49391 0.008 0.003 0.002
H 1.80737 1.84906 -5.55202 -0.016 -0.003 0.015
H -5.72149 -1.55730 1.11879 0.014 -0.011 0.003
H -6.50460 0.05145 2.83688 0.001 -0.006 0.002
H -4.90606 1.72752 3.73009 0.017 0.005 -0.009
H -2.60299 0.08038 4.86949 0.015 -0.018 0.008
H -2.69357 1.21058 6.23082 -0.035 0.004 0.000
H -1.13616 0.53842 5.72115 -0.044 0.015 -0.004
H -0.65804 3.08337 5.86853 -0.013 0.006 -0.013
H 0.26901 5.26867 5.60910 0.029 0.007 -0.019
H -0.33117 6.31520 4.30996 -0.025 0.007 0.018
H 1.04847 5.25155 4.02125 0.027 -0.025 0.067
H -1.21125 5.13035 2.16808 -0.013 -0.001 -0.006
H -2.82188 4.40572 0.64486 -0.005 -0.002 0.009
H -3.88631 3.03140 1.00535 -0.014 0.025 -0.002
H -2.32898 2.76730 0.22804 -0.056 0.007 0.006
H -4.57612 0.44634 -0.91850 0.001 0.009 -0.034
H -4.31068 0.07940 -2.63350 0.019 0.009 -0.038
H -2.96267 0.59277 -1.60315 -0.010 -0.002 0.022
H -3.60083 -2.08105 -3.33246 0.002 0.000 0.011
H -2.91796 -4.29219 -4.07331 0.012 -0.007 -0.002
H -4.11629 -5.25542 -3.20494 0.007 -0.004 -0.017
H -2.39985 -5.51390 -2.90560 0.023 -0.017 0.002
H -2.73628 -5.11185 -0.45217 -0.001 0.015 0.009
H -2.57124 -4.62430 1.82623 0.005 0.008 0.005
H -3.67087 -3.36085 2.41516 -0.002 0.001 0.014
H -1.96957 -2.99653 2.16154 0.007 -0.036 0.018
H 3.38419 2.14361 -2.44907 0.013 0.013 0.012
H 2.94613 2.85392 -0.90117 -0.001 -0.009 -0.042
H 3.50586 3.89554 -2.20657 -0.004 0.001 -0.006
H 1.34447 5.10132 -1.48412 0.001 -0.005 -0.013
H -0.56986 6.48739 -1.42111 -0.007 0.000 -0.001
H -2.09384 5.59621 -1.41291 0.001 0.016 -0.002
H -1.56584 6.41715 -2.88186 -0.007 0.008 0.010
H -2.19760 3.77709 -3.47061 0.012 -0.007 -0.002
H -2.30519 1.70143 -4.51148 -0.039 0.002 0.008
H -1.27352 0.44736 -3.80037 -0.008 0.006 -0.015
H -0.80445 1.20885 -5.31373 -0.017 -0.025 0.010
O 1.87737 2.45690 2.16260 0.009 0.356 -0.039
Cl 3.16328 2.95710 2.59599 0.053 0.271 0.017
O 3.95015 3.39834 1.48029 -0.070 -0.006 0.085
O 2.99533 4.03184 3.53991 0.068 -0.135 -0.019
O 3.84339 1.83183 3.26109 0.021 -0.025 -0.051
Cl 5.26333 -3.25535 2.27929 0.036 0.052 -0.085
Si 3.45120 -2.44807 3.04532 0.046 -0.018 0.279
Cl 2.02953 -3.77526 2.25973 0.021 -0.137 -0.010
Cl 3.59324 -3.20712 5.07142 -0.078 -0.022 -0.090
```
Forces are in eV/Å.


Question: Which of these has the lowest F_max?
Answer: C49H52Br2CdCl4Ge2O4S4Si


Question: Which formula does entry 1 have?
Answer: C49H51F2N4OPS2Sc


Question: The highest HOMO level belongs to which entry?
Answer: C49H52Br2CdCl4Ge2O4S4Si